192
Properties=species:S:1:pos:R:3:forces:R:3:lowdin_charge:R:1 method="wB97M-V/def2-TZVPD" gap_ha=0.3671 lumo_ev=-0.1 homo_energy_ev=-10.1 total_energy_ev=-406396.1690
Cl -1.167 4.048 -2.853 0.1 0.2 0.1 0.607
C -0.234 5.458 -3.428 1.3 -0.2 -0.5 -0.653
C -1.128 6.514 -3.992 -1.0 0.0 0.4 -0.671
Cl -0.223 7.749 -4.921 -0.1 -0.4 0.2 0.562
H 0.394 5.090 -4.240 0.0 -0.1 0.0 0.065
H 0.453 5.819 -2.662 -0.3 -0.1 0.3 0.062
H -1.684 7.028 -3.209 0.1 0.1 0.0 0.068
H -1.855 5.989 -4.613 0.1 0.4 -0.4 0.062
Cl -2.288 5.829 0.013 0.0 0.7 0.0 0.521
C -2.133 4.835 1.479 1.0 -0.9 -1.2 -0.637
C -0.737 4.200 1.481 0.6 0.8 1.5 -0.569
Cl 0.498 5.499 2.010 -0.8 -0.9 -0.4 0.514
H -2.840 4.023 1.309 -0.2 0.1 0.5 0.044
H -2.337 5.445 2.359 0.0 -0.3 -0.1 0.075
H -0.353 3.732 0.574 -0.4 0.6 -0.2 0.048
H -0.677 3.444 2.263 0.0 0.1 0.0 0.011
Cl -1.387 -5.569 4.765 0.1 0.3 -0.1 0.555
C -1.552 -3.805 5.046 0.8 0.7 -0.7 -0.623
C -0.228 -2.999 4.674 -1.3 -0.5 1.2 -0.603
Cl 0.998 -3.343 5.943 0.1 0.0 -0.5 0.549
H -1.880 -3.711 6.081 0.6 0.2 0.0 0.062
H -2.391 -3.456 4.444 0.2 -0.1 -0.3 0.038
H -0.381 -1.922 4.740 -0.3 0.0 0.0 0.035
H 0.159 -3.180 3.671 0.0 -0.5 0.2 0.064
Cl 5.745 2.919 -3.946 0.5 0.0 -0.7 0.569
C 4.488 2.054 -3.051 0.0 0.6 0.4 -0.675
C 3.097 2.516 -3.492 0.6 -0.5 0.5 -0.637
Cl 2.563 1.722 -4.992 -0.1 -0.3 -0.4 0.610
H 4.737 2.370 -2.038 -0.7 0.0 0.2 0.025
H 4.656 0.977 -3.076 -0.2 0.1 -0.4 0.051
H 3.051 3.570 -3.766 0.1 -0.1 0.7 0.042
H 2.416 2.223 -2.693 -0.3 0.3 -0.2 0.061
Cl 2.837 3.559 3.867 -0.4 -0.1 -0.3 0.575
C 4.310 2.821 4.486 1.9 0.0 -0.5 -0.648
C 5.555 3.347 3.693 -0.6 0.9 0.9 -0.648
Cl 5.774 2.685 2.078 -0.5 0.0 -0.1 0.552
H 4.318 1.733 4.412 -0.5 0.0 0.0 0.060
H 4.363 3.108 5.536 0.2 0.0 -0.1 0.053
H 6.503 3.229 4.218 -0.2 -0.4 0.2 0.069
H 5.432 4.424 3.585 0.0 0.0 -0.1 0.052
Cl -0.293 1.402 9.125 0.0 -0.1 -0.7 0.504
C -0.529 1.523 7.339 1.3 -0.8 -1.1 -0.621
C 0.635 0.796 6.477 -1.0 0.8 1.0 -0.620
Cl 2.221 1.407 6.994 0.3 -0.1 0.2 0.553
H -0.561 2.586 7.101 0.1 -0.2 0.0 0.056
H -1.492 1.069 7.103 0.1 0.0 0.0 0.044
H 0.650 1.012 5.409 -0.8 0.2 0.1 0.009
H 0.611 -0.290 6.570 0.0 0.1 0.4 0.041
Cl 6.268 0.528 -0.305 -0.2 0.6 -0.5 0.624
C 6.433 -1.037 0.443 0.3 -1.0 0.8 -0.675
C 7.600 -1.051 1.439 -0.7 -0.3 0.1 -0.572
Cl 7.201 -0.079 2.925 0.5 -0.2 -0.5 0.528
H 6.549 -1.786 -0.341 0.4 0.1 0.0 0.067
H 5.512 -1.326 0.951 0.1 0.3 0.0 0.033
H 8.520 -0.694 0.975 -0.1 0.2 0.3 0.072
H 7.740 -2.049 1.854 0.0 -0.1 -0.3 0.065
Cl -4.738 3.878 -1.239 -0.2 0.3 -0.5 0.515
C -4.655 3.999 -3.049 0.5 -1.3 0.0 -0.631
C -5.988 3.802 -3.741 -0.2 1.6 0.3 -0.653
Cl -6.726 2.303 -3.180 -0.3 -0.1 -0.4 0.610
H -4.080 3.111 -3.312 0.3 0.2 0.0 0.036
H -4.063 4.870 -3.332 -0.4 0.1 0.1 0.055
H -5.902 3.883 -4.825 0.5 -0.8 -0.1 0.083
H -6.651 4.651 -3.576 -0.3 -0.2 0.7 0.073
Cl -4.383 -1.512 2.542 -0.1 0.3 0.2 0.658
C -3.042 -0.646 3.358 0.4 -1.3 0.4 -0.613
C -3.417 0.749 3.682 -1.5 0.9 -1.3 -0.700
Cl -2.058 1.771 3.875 2.2 1.0 1.1 0.698
H -2.163 -0.686 2.715 -0.1 0.0 -0.1 0.062
H -2.848 -1.248 4.246 0.1 0.2 0.0 0.056
H -4.115 0.921 4.500 0.0 -0.4 -0.1 0.090
H -3.766 1.225 2.766 -1.1 -0.5 0.1 0.044
O 2.592 4.828 -1.166 2.7 1.7 1.1 -0.328
S 3.854 5.466 -0.682 -0.8 -0.6 -0.6 0.656
O 4.984 4.674 -0.290 -0.8 0.1 -0.3 -0.317
O 4.452 6.434 -1.877 -0.2 -1.6 2.2 -0.245
C 3.553 6.979 -2.779 -0.2 0.5 -2.5 -0.326
C 4.391 7.756 -3.797 -0.2 0.7 0.3 -0.055
C 3.559 6.719 0.616 -0.7 -0.5 -0.6 -0.103
H 2.711 7.497 -2.320 0.3 0.5 0.2 0.117
H 3.093 6.253 -3.449 -0.2 -0.8 0.6 0.101
H 5.187 7.142 -4.219 -0.3 -0.3 0.0 0.085
H 4.904 8.634 -3.402 -0.2 0.1 0.2 0.077
H 3.714 8.066 -4.592 0.1 0.1 -0.1 0.077
H 4.495 7.073 1.048 0.1 0.1 -0.7 0.079
H 2.957 6.369 1.454 0.0 -0.6 -0.4 0.007
H 2.946 7.441 0.076 0.3 0.5 0.3 0.061
O 1.368 0.041 3.374 -0.6 -0.8 -3.8 -0.327
S 1.371 -0.159 1.892 0.1 1.5 -0.4 0.731
O 1.541 -1.466 1.250 -0.2 1.5 1.6 -0.317
O -0.044 0.486 1.197 2.0 -0.9 2.5 -0.296
C -0.386 0.110 -0.124 -1.3 0.2 -0.8 -0.268
C -1.448 1.149 -0.466 -0.3 -0.1 -0.5 -0.049
C 2.537 1.099 1.128 -0.6 -1.1 1.4 -0.070
H -0.826 -0.885 -0.194 0.1 -0.1 0.5 0.088
H 0.433 0.124 -0.842 0.4 0.3 0.2 0.106
H -2.058 0.846 -1.317 0.4 0.0 -0.4 0.056
H -0.995 2.123 -0.654 -0.1 -0.1 -0.1 0.037
H -2.211 1.263 0.304 0.3 -0.1 0.5 0.080
H 2.337 1.134 0.057 0.1 -0.1 0.2 0.055
H 3.551 0.810 1.402 0.0 -0.3 -0.4 0.030
H 2.361 2.023 1.679 -0.3 0.0 -0.3 0.015
O -2.878 -2.283 -5.001 2.6 0.3 -1.3 -0.301
S -1.538 -2.720 -5.447 0.2 -1.9 3.6 0.676
O -1.392 -3.668 -6.505 -0.4 0.9 -1.1 -0.277
O -0.367 -1.553 -5.538 -1.2 0.5 -0.7 -0.295
C -0.791 -0.193 -5.825 -2.5 1.0 0.9 -0.234
C -1.019 0.610 -4.509 0.6 -0.9 -0.7 -0.068
C -0.675 -3.593 -4.058 0.1 0.9 -0.6 -0.101
H -1.734 -0.229 -6.371 -0.2 -0.3 0.1 0.104
H -0.213 0.448 -6.490 1.2 -1.0 0.1 0.117
H -0.008 0.784 -4.138 -0.2 0.4 0.4 0.036
H -1.595 0.067 -3.760 0.0 -0.3 -0.2 0.056
H -1.557 1.536 -4.711 0.3 0.1 -0.1 0.061
H -1.226 -4.391 -3.560 -0.4 0.4 -0.4 0.061
H -0.362 -2.821 -3.354 -0.1 -0.2 0.1 0.049
H 0.212 -4.027 -4.518 0.0 0.2 -0.1 0.057
O 4.492 -2.430 -2.116 -2.0 1.3 -0.6 -0.312
S 3.095 -1.971 -2.232 0.3 -2.2 0.5 0.674
O 2.739 -0.582 -2.049 0.4 -0.5 -0.3 -0.298
O 2.461 -2.512 -3.641 -0.3 -1.4 3.0 -0.273
C 2.716 -1.781 -4.802 0.4 0.5 -1.2 -0.298
C 2.393 -2.588 -6.046 -0.3 -1.3 -0.3 -0.052
C 2.169 -3.032 -1.046 0.3 0.8 -0.7 -0.088
H 3.802 -1.683 -4.807 0.1 1.0 -0.3 0.124
H 2.117 -0.879 -4.678 0.6 0.3 -0.6 0.057
H 2.919 -3.542 -6.010 0.5 0.0 0.1 0.086
H 2.682 -2.132 -6.993 0.2 0.5 0.3 0.090
H 1.371 -2.925 -6.216 -0.2 0.5 0.5 0.047
H 2.726 -2.970 -0.111 0.1 -0.1 -0.2 0.041
H 2.136 -4.056 -1.417 0.1 0.2 -0.1 0.079
H 1.183 -2.612 -0.848 0.0 -0.1 -0.3 0.050
O -2.043 -3.774 -1.470 0.2 0.1 1.9 -0.292
S -2.512 -3.267 -0.192 -2.3 0.7 -0.2 0.649
O -1.708 -3.113 1.003 -0.4 0.1 -1.5 -0.296
O -3.214 -1.806 -0.548 1.4 -0.8 1.7 -0.295
C -3.745 -1.689 -1.841 0.1 -0.6 -2.2 -0.321
C -4.661 -0.502 -1.971 -0.2 -0.4 0.7 -0.048
C -4.097 -4.072 0.282 1.0 0.1 -0.8 -0.096
H -4.219 -2.610 -2.181 -0.7 -0.2 0.5 0.116
H -2.951 -1.696 -2.588 0.4 0.7 0.1 0.085
H -5.487 -0.608 -1.268 0.0 0.0 0.1 0.062
H -5.125 -0.501 -2.957 0.4 0.3 -0.1 0.085
H -4.137 0.416 -1.706 -0.1 0.2 -0.4 0.059
H -4.566 -4.328 -0.668 0.1 -0.3 0.1 0.066
H -4.724 -3.324 0.768 0.4 -0.3 0.2 0.008
H -3.862 -4.949 0.885 -0.2 0.1 0.0 0.071
O 1.513 -8.831 0.836 -2.8 0.1 0.4 -0.296
S 0.094 -8.457 0.801 1.3 1.1 -0.6 0.663
O -0.662 -8.699 -0.431 0.6 0.1 2.2 -0.311
O -0.630 -9.067 2.135 0.8 -0.6 -1.2 -0.280
C -2.011 -8.858 2.533 -0.1 0.0 0.1 -0.261
C -2.379 -9.923 3.523 1.5 -0.9 1.3 -0.080
C -0.001 -6.665 1.226 -0.7 -1.1 -0.4 -0.113
H -2.745 -8.979 1.736 0.5 0.8 -0.6 0.125
H -1.961 -7.900 3.049 -0.8 0.2 -0.4 0.078
H -2.182 -10.931 3.160 -0.5 0.0 -0.5 0.085
H -3.361 -9.869 3.994 -0.1 0.3 -0.5 0.086
H -1.656 -9.885 4.338 0.0 0.3 0.3 0.079
H -1.072 -6.469 1.255 0.0 0.2 0.1 0.041
H 0.436 -6.064 0.428 0.2 -0.3 0.1 0.059
H 0.436 -6.489 2.209 0.2 -0.1 -0.2 0.061
O -9.563 0.208 1.673 2.3 1.6 -1.7 -0.318
S -8.724 0.962 0.719 -1.0 0.7 1.5 0.724
O -9.097 0.889 -0.692 1.1 0.3 1.8 -0.319
O -8.782 2.613 1.264 1.0 -2.2 -2.1 -0.276
C -8.375 3.551 0.180 -1.0 0.0 -0.2 -0.301
C -8.014 4.847 0.833 -0.3 -0.2 1.0 -0.081
C -6.830 0.657 0.981 -1.8 0.1 -0.1 -0.090
H -9.230 3.633 -0.492 0.0 0.0 0.0 0.117
H -7.501 3.283 -0.413 -0.1 -0.9 0.1 0.046
H -8.720 5.026 1.643 0.1 0.1 0.1 0.081
H -8.059 5.723 0.185 0.3 -0.3 -0.2 0.086
H -7.024 4.655 1.248 0.1 0.7 0.2 0.073
H -6.306 1.390 0.368 -0.1 -0.3 -0.2 0.037
H -6.666 -0.385 0.705 0.0 0.2 -0.3 0.034
H -6.537 0.779 2.024 -0.6 0.1 0.0 0.045
O 5.324 -6.358 2.006 -0.6 0.2 0.0 -0.270
S 4.601 -5.425 1.194 -0.1 -0.1 -1.5 0.653
O 3.210 -5.640 0.803 1.3 0.5 1.1 -0.305
O 4.809 -3.936 1.875 0.3 -1.4 -1.6 -0.264
C 3.862 -3.500 2.820 -0.8 1.3 1.7 -0.277
C 4.313 -2.096 3.276 0.0 -0.2 -0.7 -0.062
C 5.514 -5.210 -0.372 -0.5 0.8 1.0 -0.090
H 3.759 -4.179 3.666 0.3 -0.2 -0.1 0.122
H 2.868 -3.369 2.392 0.0 -0.3 -0.3 0.093
H 4.211 -1.492 2.374 0.0 0.4 0.1 0.037
H 5.354 -2.008 3.584 -0.1 -0.4 0.0 0.046
H 3.699 -1.630 4.047 -0.2 -0.4 0.0 0.079
H 6.474 -4.779 -0.090 0.1 -0.2 -0.3 0.066
H 4.939 -4.512 -0.981 0.1 0.1 0.1 0.032
H 5.597 -6.150 -0.917 0.0 -0.1 0.5 0.080